Here is a molecular structure, C43H39ClN5O7ReS2 from OMol25. Energies are from ωB97M-V/def2-TZVPD.

```
98
C43H39ClN5O7ReS2 | OMol25 | ωB97M-V/def2-TZVPD
Re 0.235 -0.539 1.257
O -1.995 -0.135 1.867
C -2.321 1.065 2.638
C -2.201 0.764 4.109
C -0.862 0.126 4.467
C 0.357 0.940 4.172
C 0.846 1.825 5.116
C 2.002 2.549 4.863
C 2.638 2.357 3.651
C 2.085 1.476 2.747
N 0.967 0.775 2.979
H -2.335 0.030 0.975
H -3.337 1.357 2.379
H -1.645 1.865 2.342
H -3.000 0.085 4.411
H -2.347 1.699 4.656
H -0.762 -0.778 3.891
H -0.857 -0.147 5.523
H 0.320 1.923 6.057
H 2.395 3.236 5.600
H 3.546 2.879 3.383
H 2.561 1.313 1.796
C -5.730 -0.823 -4.731
C -4.406 -0.859 -4.019
C -4.340 -0.832 -2.626
C -3.123 -0.890 -1.968
C -1.949 -0.977 -2.700
C -1.991 -1.016 -4.086
C -3.213 -0.953 -4.735
S -0.336 -0.911 -1.955
O -0.016 0.486 -1.873
O 0.543 -1.750 -2.719
N -0.557 -1.482 -0.418
C -1.042 -2.794 -0.316
C -1.340 -3.630 -1.365
C -1.877 -4.915 -1.161
C -2.089 -5.395 0.094
C -1.730 -4.590 1.197
C -1.844 -5.068 2.516
C -1.402 -4.294 3.547
C -0.868 -3.032 3.256
N -0.796 -2.514 2.049
C -1.206 -3.291 0.998
H -6.503 -0.370 -4.112
H -6.056 -1.834 -4.982
H -5.662 -0.259 -5.661
H -5.256 -0.774 -2.050
H -3.098 -0.904 -0.885
H -1.071 -1.097 -4.653
H -3.241 -0.977 -5.818
H -1.157 -3.333 -2.390
H -2.107 -5.517 -2.030
H -2.493 -6.383 0.269
H -2.251 -6.058 2.684
H -1.432 -4.627 4.574
H -0.464 -2.464 4.079
Cl -4.972 5.310 -1.460
C -3.541 4.498 -0.921
C -3.413 3.134 -1.136
C -2.271 2.488 -0.694
C -1.261 3.203 -0.055
C -1.395 4.573 0.131
C -2.541 5.225 -0.291
C -0.024 2.522 0.428
O 1.011 3.106 0.647
O -0.215 1.231 0.646
H -4.194 2.592 -1.654
H -2.137 1.435 -0.892
H -0.592 5.118 0.611
H -2.664 6.289 -0.142
O 2.640 -2.847 3.376
N 1.837 -2.002 3.198
O 1.634 -1.785 1.844
N 2.019 -0.187 0.108
S 2.503 0.988 -0.880
C 2.992 0.218 -2.411
C 2.450 0.722 -3.583
C 2.809 0.141 -4.790
C 3.684 -0.936 -4.809
C 4.221 -1.430 -3.625
C 3.884 -0.845 -2.418
C 4.146 1.424 -0.294
C 4.741 2.543 -0.862
C 6.005 2.921 -0.439
C 6.658 2.189 0.545
C 6.049 1.078 1.111
C 4.782 0.690 0.694
H 2.460 -1.077 -0.109
H 1.742 1.540 -3.547
H 2.397 0.525 -5.714
H 3.957 -1.391 -5.752
H 4.908 -2.266 -3.646
H 4.319 -1.209 -1.493
H 4.221 3.112 -1.624
H 6.479 3.791 -0.873
H 7.645 2.488 0.872
H 6.558 0.510 1.880
H 4.283 -0.167 1.133
```

Output
Expectation value of S²: 0.75
2S+1: 2
Charge: +1

---

Here is C22H24N2O4 in the gas phase from OMol25. Energies are from ωB97M-V/def2-TZVPD.

```
52
C22H24N2O4 | OMol25 | ωB97M-V/def2-TZVPD
C -5.804 -0.535 1.021
C -6.043 0.233 -0.255
O -7.121 0.573 -0.649
O -4.951 0.537 -0.989
C -3.675 0.199 -0.576
C -3.068 -0.946 -1.079
C -1.773 -1.238 -0.702
C -1.059 -0.416 0.161
C -1.673 0.738 0.650
C -2.985 1.036 0.282
O -1.088 1.613 1.504
C 0.308 1.496 1.708
C 1.109 2.270 0.681
C 0.544 2.747 -0.494
C 1.317 3.442 -1.409
C 2.658 3.671 -1.160
C 3.225 3.212 0.019
C 2.454 2.522 0.935
C 0.738 0.027 1.816
C 0.350 -0.808 0.581
C 1.310 -0.623 -0.611
C 2.408 -1.693 -0.705
C 3.424 -1.593 0.440
C 3.131 -1.547 -2.045
N 1.737 -2.977 -0.682
C 0.803 -3.276 0.263
O 0.414 -4.407 0.474
N 0.338 -2.209 0.987
H -5.210 0.064 1.709
H -5.259 -1.453 0.809
H -6.761 -0.769 1.476
H -3.610 -1.588 -1.755
H -1.302 -2.136 -1.074
H -3.443 1.933 0.666
H 0.473 1.972 2.685
H -0.502 2.578 -0.700
H 0.865 3.806 -2.320
H 3.260 4.211 -1.875
H 4.268 3.398 0.226
H 2.896 2.176 1.859
H 0.234 -0.407 2.684
H 1.810 -0.020 1.988
H 0.725 -0.676 -1.531
H 1.769 0.362 -0.565
H 2.956 -1.846 1.387
H 3.838 -0.589 0.495
H 4.239 -2.294 0.271
H 3.589 -0.564 -2.117
H 2.432 -1.667 -2.869
H 3.909 -2.300 -2.140
H 2.214 -3.772 -1.078
H -0.418 -2.464 1.608
```

Output
2S+1: 1
Structure (SMILES): CC(=O)Oc1ccc2c(c1)O[C@H](c1ccccc1)C[C@]21CC(C)(C)NC(=O)N1

---

DFT total energy across the listed records, respectively: -103323.352 -34375.611 eV.